[1]
This record from the OMol25 dataset describes a cluster of 3 separate species, C15H32INO3P in total. The level of theory is ωB97M-V with the def2-TZVPD basis set.

Its HOMO energy is -12.06 eV. The energy comes out at -1509.98672 Ha. Its net charge is +1. The LUMO energy comes out at -2.511 eV. Its spin multiplicity is 1. The calculation puts the HOMO-LUMO gap at 9.544 eV.

Cartesian coordinates (Å):
H 2.63749 1.51309 0.62701
H -1.91630 -4.07069 -1.42320
C 3.40297 0.39695 2.29755
C -4.01888 -3.44756 -1.32402
C -1.54256 0.07664 3.28561
H -4.52808 -3.78798 -2.22286
C 2.91372 0.47675 0.84829
C -2.53619 -3.18485 -1.55645
C -1.48230 1.95519 1.90183
H 0.74713 3.93329 -2.38771
O -2.15126 -2.20114 -0.58213
H -3.19260 -0.55416 0.04540
H -0.86893 2.85306 1.88824
H 3.25642 1.20824 -4.31414
H 1.63340 3.04053 -4.43369
C -4.50430 -2.08575 -0.82505
C -0.23036 -0.52567 2.78069
H -2.35409 -2.77979 -2.55576
H -1.70978 -0.21067 4.31869
C -0.89398 0.93112 0.93687
H -2.39717 -0.28590 2.70893
O 2.54414 3.14664 -1.74601
H 4.26535 1.04384 2.43100
C 3.51142 2.41194 -2.50595
H 1.00942 -2.82272 0.84250
C -3.31805 -1.63813 0.01412
H 0.78898 1.07855 2.05804
H 3.67435 -0.61472 2.58390
H -3.39861 -2.01098 1.04570
C 1.45125 2.29094 -3.66240
H 4.17438 1.88730 -1.81583
H 0.59650 1.68984 -3.96693
H -0.39228 -1.55138 2.46590
H 3.68891 0.19547 0.13831
H 0.66187 2.32803 -1.63662
H -1.57748 0.13714 0.66878
O -1.47683 1.48804 3.22099
H -4.15356 -4.20386 -0.54858
H 1.85994 -2.14427 2.25604
H 2.63792 0.75748 2.98827
P 1.43209 -0.50141 0.41940
H -4.64986 -1.40473 -1.66519
H 2.46937 0.55219 -2.87455
C 1.77127 -2.12170 1.17469
H 0.52918 -0.48387 3.55551
C 2.71778 1.47440 -3.40711
C 1.24686 2.96756 -2.31469
H -5.43104 -2.12872 -0.25672
H 4.11243 3.11498 -3.08884
H 2.71506 -2.42798 0.72067
N 0.27467 0.30625 1.63152
I -3.43531 2.50358 1.23056
H -0.56447 1.42963 0.02943

***

[2]
This record from the OMol25 dataset describes the ion C2H4FO3S with charge -1 in a non-equilibrium geometry. The level of theory is ωB97M-V with the def2-TZVPD basis set.

Its HOMO energy is -5.18 eV. The energy comes out at -802.44537 Ha. Its net charge is -1. The structure (SMILES) is O=S(=O)([O-])CCF. The LUMO energy comes out at 4.102 eV. For the energy relative to the best compared isomer or geometry (same formula, charge and spin), the calculation gives 37.9 kJ/mol. Its spin multiplicity is 1. The calculation puts the HOMO-LUMO gap at 9.281 eV.

Cartesian coordinates (Å):
S 2.04840 0.15363 -0.00254
H 0.40401 -0.73794 -1.19025
O 2.02182 0.79616 1.28665
F -2.02207 0.27414 -0.14342
O 2.10619 1.09387 -1.10869
H -0.59816 0.95566 1.22512
C 0.31257 -0.48610 -0.20409
C -0.68141 0.68146 0.14510
O 2.85744 -1.07724 -0.10030
H -0.45711 1.65030 -0.49492
H 0.06022 -1.30547 0.46684

***

The lowest HOMO belongs to which entry?
C15H32INO3P

***

Which value of net charge does entry 1 give?
+1